Here is a 2-piece molecular cluster, C3H6IN3 overall from OMol25. Energies are from the ωB97M-V functional and the def2-TZVPD basis.

Output
lowest unoccupied orbital energy	0.0208	Eh
energy relative to the best compared isomer or geometry (same formula, charge and spin)	0.0	kJ/mol
charge	0
max |F|	3.0	eV/Å

Last column: natural (NBO) charge in e.
Atoms and positions in Å:
C (-0.1096, -1.0691, -0.4908)  -0.23
C (-1.0006, -0.7232, 0.4170)  -0.32
C (1.3424, -1.2182, -0.1885)  -0.64
N (1.0825, 2.4145, -0.6295)  -0.10
N (0.1386, 2.2862, -0.0393)  0.26
N (-0.7516, 1.9473, 0.6683)  -0.55
I (-3.0533, -0.5104, -0.0174)  0.10
H (-0.4010, -1.2476, -1.5166)  0.21
H (-0.7625, -0.5477, 1.4512)  0.21
H (1.5573, -0.9577, 0.8453)  0.21
H (1.9215, -0.5705, -0.8449)  0.22
H (1.6605, -2.2451, -0.3685)  0.22
H (-1.6241, 2.4416, 0.7136)  0.40